Entry 1:
Formula: C17H22FN3O5S
Source: OMol25
Level of theory: ωB97M-V with the def2-TZVPD basis set

Geometry as XYZ:
```
49
Properties=species:S:1:pos:R:3:nbo_charge:R:1
C -2.9519 -0.6952 -2.7524 -0.65
C -2.1658 -1.5374 -1.8057 0.03
C -1.6619 -2.7725 -2.1978 -0.28
C -0.9160 -3.5266 -1.3093 0.43
C -0.6452 -3.0983 -0.0212 -0.29
C -1.1469 -1.8714 0.3753 -0.17
C -1.8891 -1.1096 -0.5099 -0.31
S -2.5200 0.4566 0.0755 2.33
O -3.9384 0.5447 -0.1056 -0.94
O -2.0230 0.6941 1.4056 -0.96
N -1.8487 1.5441 -1.0069 -0.72
C -2.4992 2.8356 -1.1208 -0.23
C -2.1320 3.4442 -2.4720 -0.43
C -0.6099 3.4321 -2.6053 -0.07
H -0.1596 4.1186 -1.8764 0.16
O -0.0980 2.1207 -2.4294 -0.51
C -0.4152 1.5472 -1.1918 0.24
C 0.3832 2.1765 -0.0179 -0.28
N 0.6553 1.2000 1.0006 -0.61
C 1.8660 0.6709 1.1957 0.58
O 2.8966 1.0159 0.6382 -0.64
C 1.8680 -0.4573 2.2299 0.58
O 0.8430 -0.9308 2.6900 -0.64
N 3.1152 -0.8453 2.5166 -0.57
C 3.4514 -1.8831 3.4278 -0.07
C 4.6212 -2.7723 3.1313 -0.43
C 4.7034 -1.7673 4.2435 -0.42
H 4.6835 -2.1182 5.2630 0.22
H 5.3233 -0.8967 4.0930 0.22
H 4.5451 -3.8186 3.3817 0.22
H 5.1855 -2.5780 2.2320 0.22
H 2.5597 -2.3032 3.8748 0.24
H 3.8537 -0.3614 2.0167 0.43
H -0.1424 0.8243 1.5139 0.46
H 1.3469 2.5206 -0.4062 0.25
H -0.1661 3.0131 0.4198 0.20
H -0.1009 0.4979 -1.2783 0.21
H -0.2946 3.7241 -3.6085 0.20
H -2.5666 2.8410 -3.2694 0.21
H -2.5118 4.4621 -2.5457 0.22
H -2.2005 3.5106 -0.3062 0.18
H -3.5697 2.6475 -1.0368 0.25
H -0.9579 -1.4983 1.3701 0.27
H -0.0616 -3.7082 0.6481 0.24
F -0.4395 -4.7166 -1.7175 -0.32
H -1.8457 -3.1528 -3.1906 0.23
H -3.3192 -1.2913 -3.5838 0.22
H -2.3180 0.0994 -3.1447 0.24
H -3.7860 -0.2311 -2.2331 0.25
```

Values from the calculation:
LUMO ... 0.7 eV
HOMO-LUMO gap ... 0.3673 Eh
Electronic energy ... -46246.3450 eV
M ... 399.44 g/mol
SMILES ... Cc1cc(F)ccc1S(=O)(=O)N1CCCO[C@H]1CNC(=O)C(=O)NC1CC1

=====

Entry 2:
Formula: C17H9F10NO12S
Source: OMol25
Level of theory: ωB97M-V with the def2-TZVPD basis set

Geometry as XYZ:
```
50
Properties=species:S:1:pos:R:3:nbo_charge:R:1
O 5.8970 -1.7769 2.5422 -0.45
C 4.9095 -1.3802 2.0295 0.73
O 4.2793 -2.0364 0.9776 -0.48
C 2.9783 -1.5894 1.0253 0.78
O 2.3020 -1.4795 0.0498 -0.52
C 2.7219 -0.8348 2.2863 -0.22
C 1.4380 -0.4461 2.9435 0.63
F 1.4511 -1.2449 4.0768 -0.32
F 1.4115 0.7979 3.4094 -0.29
C 0.1057 -0.8690 2.2530 0.57
F 0.2675 -1.9488 1.4947 -0.29
F -0.7861 -1.1962 3.1939 -0.29
C -0.5145 0.3118 1.4346 0.92
F -1.2740 1.0568 2.2430 -0.29
F 0.4364 1.0690 0.8847 -0.30
F -1.2968 -0.1729 0.4645 -0.30
C 3.9336 -0.4478 2.6750 0.16
N 4.2905 0.5345 3.6127 -0.49
C 4.4939 1.6164 3.0380 0.21
S 4.7570 2.9220 2.2692 0.23
C 1.4665 7.2323 2.9770 -0.13
C 1.6896 6.0096 3.8362 0.45
O 2.9729 5.5763 3.4185 -0.50
C 3.6532 6.6800 2.9885 0.97
O 4.8188 6.7190 2.8115 -0.55
O 2.8027 7.7165 2.7989 -0.48
F 0.7834 5.0346 3.5780 -0.32
H 1.0410 6.9688 2.0080 0.21
H 0.8416 7.9831 3.4521 0.21
H 1.7068 6.2058 4.9093 0.16
C -0.0884 -2.6810 -1.7841 -0.14
C 0.2673 -4.1375 -1.9558 0.45
O -0.8305 -4.6294 -2.7082 -0.49
C -1.3162 -3.5901 -3.4417 0.97
O -2.0570 -3.7016 -4.3566 -0.57
O -0.8293 -2.4147 -2.9837 -0.48
F 0.3262 -4.7913 -0.7699 -0.32
H -0.7292 -2.5202 -0.9170 0.21
H 0.7808 -2.0335 -1.7102 0.23
H 1.1914 -4.3178 -2.5072 0.16
C -6.0585 -2.8608 -6.0782 -0.13
C -5.2835 -1.8315 -5.2909 0.44
O -6.1412 -1.5855 -4.1889 -0.50
C -6.8647 -2.7227 -3.9752 0.97
O -7.4822 -2.9537 -2.9970 -0.55
O -6.7683 -3.5517 -5.0442 -0.48
F -5.1143 -0.6794 -5.9904 -0.33
H -6.7702 -2.3926 -6.7597 0.20
H -5.4210 -3.5417 -6.6351 0.21
H -4.3137 -2.1760 -4.9269 0.17
```

Values from the calculation:
LUMO ... -1.6 eV
HOMO-LUMO gap ... 0.3349 Eh
Electronic energy ... -81843.9971 eV
Relative energy (zero: lowest compared OMol25 entry of this formula, charge and spin) ... 0.000 eV
M ... 641.30 g/mol
SMILES ... O=C1OC(=O)C(C(F)(F)C(F)(F)C(F)(F)F)=C1N=C=S.O=C1OC[C@@H](F)O1.O=C1OC[C@@H](F)O1.O=C1OC[C@@H](F)O1

=====

Entry 3:
Formula: C20H47N6O5P2
Source: OMol25
Level of theory: ωB97M-V with the def2-TZVPD basis set

Geometry as XYZ:
```
80
Properties=species:S:1:pos:R:3:lowdin_charge:R:1
C 5.8566 -0.7785 0.8100 -0.14
C 5.2509 0.3060 -0.3050 -0.25
C 3.7021 0.7682 0.0989 -0.22
C 3.0484 1.7680 -1.0168 -0.15
C 1.5092 1.4364 -1.4576 -0.32
C 0.5057 2.2131 -0.4292 -0.15
N -0.9613 1.9439 -0.5880 -0.21
P -1.6811 3.5457 -1.0782 0.82
N -1.5855 4.5985 0.1826 -0.27
C -1.3710 0.9291 -1.6268 -0.29
C -2.7961 0.1940 -1.2255 -0.07
C -2.5492 -0.6908 0.3011 -0.18
C -3.5101 -0.0990 1.6213 -0.02
O -3.7800 -1.5071 0.8133 -0.21
C -0.2076 -0.0594 -2.1907 -0.38
P -0.6534 -1.8895 -2.4294 0.81
O -1.4400 -2.1463 -3.8143 -0.52
N 1.1125 -0.0244 -1.4024 -0.06
H 5.0949 -0.9096 1.7049 0.08
H 6.8662 -0.3419 1.2213 0.08
H 5.9721 -1.8275 0.2909 0.04
H 5.2114 -0.2879 -1.3383 0.11
H 5.9627 1.2277 -0.4623 0.11
H 3.8101 1.3187 1.1473 0.12
H 3.1164 -0.2239 0.2994 0.10
H 3.6990 1.8418 -1.9937 0.13
H 3.0394 2.8583 -0.5305 0.13
H 1.3547 1.9377 -2.5263 0.16
H 0.7118 3.3889 -0.4061 0.14
H 0.8024 1.8451 0.6676 0.18
H -1.3516 1.7894 0.3738 0.15
H -1.0314 4.0340 -2.2770 0.06
H -3.1195 3.3254 -1.2780 0.05
H -1.1310 4.1388 1.0092 -0.02
H -1.6899 1.5986 -2.5690 0.14
H -3.1804 -0.5870 -2.0010 0.12
H -3.5577 1.0402 -0.9548 0.10
H -1.3871 -1.0876 0.5612 0.16
H -4.3385 0.6990 1.3604 0.11
H -3.5284 -0.7315 2.6071 0.13
H 0.1092 0.3225 -3.2787 0.15
H -1.3040 -2.5438 -1.3308 0.02
H 0.6195 -2.6032 -2.6119 0.04
H 1.7861 -0.5225 -2.0591 0.13
C -2.0195 2.6414 3.9911 -0.03
C -1.3832 3.9879 4.2010 -0.56
O -0.2032 4.2028 3.9398 0.01
N -2.1659 4.9889 4.7002 0.01
C -3.5619 4.9239 5.0633 -0.08
H -1.2806 1.9427 3.5899 0.07
H -2.3847 2.2489 4.9441 0.09
H -2.8410 2.7249 3.2743 0.07
H -1.6754 5.8691 4.8172 0.15
H -4.1044 5.6577 4.4626 0.09
H -3.6513 5.1851 6.1204 0.09
H -3.9911 3.9339 4.8984 0.08
C 6.9964 -5.1173 1.5286 0.00
C 7.2954 -4.4308 0.2242 -0.51
O 6.8832 -3.3034 -0.0324 -0.01
N 8.0533 -5.1056 -0.6890 0.01
C 8.6211 -6.4273 -0.5648 -0.08
H 6.3853 -4.4644 2.1574 0.09
H 6.4398 -6.0403 1.3451 0.09
H 7.9282 -5.3338 2.0582 0.09
H 8.2170 -4.5866 -1.5451 0.15
H 9.7055 -6.3431 -0.6680 0.09
H 8.2278 -7.0446 -1.3759 0.09
H 8.3848 -6.8956 0.3925 0.08
C -7.7657 -1.8338 -1.1440 -0.01
C -8.2939 -0.8939 -2.1926 -0.55
O -9.4536 -0.4917 -2.1877 0.03
N -7.4343 -0.4888 -3.1728 0.00
C -6.0473 -0.8534 -3.3405 -0.09
H -8.5577 -2.0715 -0.4290 0.09
H -7.4314 -2.7640 -1.6115 0.09
H -6.9410 -1.3626 -0.6023 0.07
H -7.8539 0.1431 -3.8464 0.15
H -5.4495 0.0607 -3.3150 0.07
H -5.9363 -1.3307 -4.3170 0.09
H -5.6975 -1.5355 -2.5633 0.07
```

Values from the calculation:
LUMO ... -3.4 eV
HOMO-LUMO gap ... 0.2879 Eh
Total charge ... +1
Electronic energy ... -59241.1642 eV
M ... 513.58 g/mol

=====

Entry 4:
Formula: C25H40Cl4N3O3SiTl
Source: OMol25
Level of theory: ωB97M-V with the def2-TZVPD basis set

Geometry as XYZ:
```
77
Properties=species:S:1:pos:R:3:lowdin_charge:R:1
C -2.5057 -1.5844 -3.1047 -0.05
C -1.5080 -2.6785 -3.0722 -0.24
H -2.6646 -1.2457 -4.1366 0.08
H -2.1520 -0.7213 -2.5141 -0.02
H -3.4496 -1.9222 -2.6611 0.10
C -1.2779 -3.4994 -4.1305 -0.11
C -1.8617 -3.2992 -5.4881 -0.11
H -0.7044 -4.4321 -4.0341 0.11
H -1.7544 -2.2881 -5.9076 0.08
H -2.9299 -3.5563 -5.5648 0.09
H -1.3283 -3.9774 -6.1604 0.07
Tl -2.4706 -2.5588 1.4003 0.74
Cl -1.1701 -1.3401 3.4213 -0.03
Cl -3.8857 -4.1454 -0.1152 -0.10
C 0.7947 0.9541 4.3341 -0.37
O 0.6797 2.1173 3.9388 -0.02
N 1.9347 0.2460 4.2499 -0.18
C 3.0535 0.7807 3.5000 -0.04
C 2.0041 -1.1516 4.6287 -0.08
H -0.0455 0.3952 4.7652 0.06
H 3.0489 1.8753 3.5100 0.10
H 3.0304 0.4785 2.4439 0.07
H 3.9769 0.3781 3.9242 0.09
H 1.1955 -1.3640 5.3300 0.08
H 2.9868 -1.3390 5.0647 0.09
H 1.8507 -1.7956 3.7586 0.07
H -2.7540 3.9484 -1.1841 0.09
H -1.1952 2.2034 -2.8612 -0.03
C -2.1324 4.6550 -1.7555 -0.06
C -0.7954 3.1683 -3.2137 -0.10
N -0.8423 4.1029 -2.1169 -0.21
H -1.9730 5.5502 -1.1444 0.08
C 0.2106 4.2161 -1.2624 -0.33
O 1.2383 3.5426 -1.3215 -0.02
H 0.2286 2.9978 -3.5485 0.09
H 0.0433 5.0012 -0.4943 0.13
H -2.6617 4.9286 -2.6685 0.08
H -1.4589 3.5049 -4.0104 0.09
O -0.9242 -1.9969 -0.7357 -0.37
C -0.9775 -3.0753 -1.7006 -0.32
C 1.3174 -3.8649 -2.6215 -0.05
C 0.2703 -3.9635 -1.6949 -0.19
H 1.1963 -3.2036 -3.4790 0.11
C 2.4951 -4.6200 -2.4732 -0.07
H -1.7592 -3.7351 -1.2670 0.04
C 0.3681 -4.8944 -0.6531 -0.04
H 3.2843 -4.5082 -3.2303 0.11
C 2.6330 -5.4632 -1.3655 -0.09
C 1.5416 -5.6434 -0.4870 -0.07
H -0.4985 -5.0250 0.0068 0.11
H 3.5868 -5.9889 -1.2190 0.10
H 1.6250 -6.3496 0.3455 0.10
Si 0.1985 -0.5655 -0.6684 0.18
Cl -1.3595 0.9275 -1.1790 0.46
C 1.0396 -0.3306 -2.3357 -0.17
C 1.4185 -1.6146 0.4391 -0.11
C 0.5955 0.7773 0.7172 -0.18
H 1.9662 -0.9180 -2.4695 0.04
H 1.3260 0.7302 -2.2978 0.03
H 0.3661 -0.4900 -3.1885 0.04
H 0.4531 1.8137 0.3766 0.01
H 1.6583 0.6981 0.9877 0.02
H -0.0237 0.5691 1.6064 0.02
H 1.6601 -2.5827 -0.0113 0.03
H 0.9437 -1.7823 1.4158 0.01
H 2.3676 -1.0831 0.5986 0.04
Cl 0.2018 3.9906 6.6478 0.69
C -0.4518 4.4495 5.1417 -0.69
C -0.1234 5.6824 4.5646 -0.09
C -0.7009 6.0184 3.3351 -0.07
C -1.5857 5.1003 2.7357 -0.16
N -1.8810 3.9475 3.3162 0.06
C -1.3449 3.5938 4.4635 -0.20
H 0.5656 6.3399 5.0938 0.10
H -0.5195 6.9703 2.8266 0.10
H -2.0631 5.3030 1.7653 0.10
H -1.6209 2.6418 4.8939 0.10
```

Values from the calculation:
LUMO ... -4.8 eV
HOMO-LUMO gap ... 0.1193 Eh
Electronic energy ... -99845.2797 eV
Relative energy (zero: lowest compared OMol25 entry of this formula, charge and spin) ... 4.465 eV
M ... 804.89 g/mol

=====

Entry 5:
Formula: C36H35N8NiO5SSe
Source: OMol25
Level of theory: ωB97M-V with the def2-TZVPD basis set

Geometry as XYZ:
```
87
Properties=species:S:1:pos:R:3:lowdin_charge:R:1
Ni -1.5317 0.6636 0.5930 0.53
C 3.6483 -1.9447 5.0530 -0.06
C 2.9367 -1.3081 3.8860 -0.26
C 3.7209 -0.7647 2.7964 0.04
C 3.0503 -0.3061 1.7336 -0.11
C 3.9746 0.1559 -0.6931 -0.12
N 3.9570 0.8727 -1.7729 0.15
C 3.1903 2.1078 -1.9782 -0.12
C 2.5336 2.1778 -3.3497 -0.14
C 1.7045 0.9967 -3.8423 -0.15
N 0.5926 0.5328 -3.0095 0.09
C 0.0310 -0.6185 -3.3095 0.00
C -1.1746 -1.1651 -2.8650 -0.12
C -1.5000 -2.4322 -3.4200 0.01
C -2.6197 -3.1146 -3.0531 -0.25
C -2.9574 -4.4759 -3.5903 -0.03
C -3.4131 -2.5161 -2.0618 0.05
C -3.1486 -1.2988 -1.4666 -0.11
C -3.9854 -0.9475 -0.3225 -0.08
N -3.8097 0.0675 0.4109 0.02
C -4.6142 0.2340 1.6089 -0.20
C -3.9427 1.1654 2.6129 -0.18
C -2.6682 0.6684 3.2827 -0.19
N -1.4337 0.5330 2.4748 -0.06
C -0.4740 -0.0845 3.1328 -0.10
C 0.8233 -0.5072 2.8179 -0.11
C 1.5889 -1.1222 3.8826 0.00
C 1.5986 -0.3789 1.6112 -0.08
O 0.8690 1.3664 -0.1684 0.00
C -1.9999 -0.5457 -1.8699 -0.26
O -1.6581 0.5955 -1.3644 -0.10
H 4.6124 -2.3545 4.7510 0.07
H 3.0658 -2.7639 5.4726 0.08
H 3.8347 -1.2244 5.8539 0.08
H 4.7984 -0.6890 2.8984 0.12
H 5.3508 -1.2309 -1.5323 0.13
H 4.4999 0.5311 -2.5584 0.18
H 3.8727 2.9528 -1.8673 0.14
H 2.4324 2.1611 -1.2078 0.10
H 3.2972 2.3378 -4.1160 0.12
H 1.9265 3.0858 -3.3555 0.13
H 2.3456 0.1313 -4.0273 0.13
H 1.3073 1.2980 -4.8148 0.13
H 0.0820 1.1301 -2.3586 0.13
H 0.5890 -1.2225 -4.0207 0.14
H -0.8081 -2.8680 -4.1309 0.12
H -2.3333 -4.7249 -4.4467 0.08
H -4.0012 -4.5330 -3.9012 0.08
H -2.7929 -5.2382 -2.8268 0.09
H -4.2810 -3.0660 -1.7086 0.13
H -4.7651 -1.6844 -0.0869 0.14
H -4.8292 -0.7335 2.0789 0.12
H -5.5757 0.6776 1.3288 0.12
H -4.6501 1.3188 3.4325 0.12
H -3.8018 2.1502 2.1647 0.09
H -2.9002 -0.3063 3.7265 0.12
H -2.4562 1.3507 4.1132 0.12
H -0.7234 -0.3053 4.1731 0.13
H 1.0304 -1.4392 4.7586 0.12
Se 0.5545 4.6963 2.5560 1.21
N -0.7741 5.7083 1.9792 -0.21
C -1.5780 4.9240 1.2888 -0.38
C -2.7509 5.3407 0.5988 0.03
C -3.4170 4.4040 -0.1186 -0.01
C -2.9811 3.0473 -0.1232 -0.07
N -1.9350 2.6146 0.5248 0.06
C -1.1887 3.5375 1.2019 -0.42
N -0.0588 3.2120 1.7941 -0.23
H -3.0639 6.3743 0.6585 0.13
H -4.3080 4.6481 -0.6794 0.12
H -3.5458 2.2895 -0.6535 0.12
O 1.7059 -4.6857 -0.3577 -0.28
S 1.2465 -3.4996 -1.0151 0.63
O 1.1961 -3.5144 -2.4597 -0.31
N -0.1370 -2.9541 -0.4084 0.01
C -0.0207 -1.7313 0.0543 -0.45
O -1.0293 -1.1325 0.5282 -0.04
C 1.3510 -1.1314 0.0463 -0.08
C 1.6248 0.3200 0.3044 -0.31
C 3.1760 0.5473 0.4842 -0.04
C 4.6612 -1.1482 -0.6890 -0.07
C 3.5653 -2.1909 -0.8287 -0.03
C 2.2672 -2.0916 -0.5429 -0.18
H 0.5532 1.8741 0.6108 0.06
H 3.3388 1.6002 0.7248 0.18
H 5.2280 -1.2819 0.2339 0.13
H 3.9043 -3.1247 -1.2650 0.13
```

Values from the calculation:
LUMO (alpha / beta) ... -4.2 / -4.2 eV
HOMO-LUMO gap (alpha / beta) ... 0.1553 / 0.1556 Eh
Total charge ... +1
Electronic energy ... -177273.5465 eV
Relative energy (zero: lowest compared OMol25 entry of this formula, charge and spin) ... 1.017 eV
M ... 829.45 g/mol

=====

Entry 6:
Formula: C5H5IO2S
Source: OMol25
Level of theory: ωB97M-V with the def2-TZVPD basis set

Geometry as XYZ:
```
14
Properties=species:S:1:pos:R:3:nbo_charge:R:1
C -0.1529 -1.0783 -1.1659 0.11
C -1.5110 -1.9231 0.3501 0.07
C -0.1771 0.0103 0.5736 -0.34
C -1.0375 -0.8420 1.1710 -0.34
C 1.1894 1.8961 -0.7970 -0.83
O 2.1884 0.7368 1.4027 -0.96
O -1.0407 -1.9508 -0.8410 -0.34
S 0.9432 1.3447 0.9550 1.30
I -1.6751 -0.6772 3.0934 0.21
H -0.1849 -0.7015 -2.1166 0.17
H -2.3926 -2.5620 0.6408 0.22
H 0.2213 1.6296 -1.1761 0.25
H 1.8278 1.2044 -1.3214 0.24
H 1.8017 2.9129 -0.7686 0.26
```

Values from the calculation:
LUMO (alpha / beta) ... -0.4 / -0.4 eV
HOMO-LUMO gap (alpha / beta) ... 0.2903 / 0.2903 Eh
Electronic energy ... -28290.0620 eV
Relative energy (zero: lowest compared OMol25 entry of this formula, charge and spin) ... 3.977 eV
M ... 256.06 g/mol

=====

Entry 7:
Formula: C2H3NO2
Source: OMol25
Level of theory: ωB97M-V with the def2-TZVPD basis set

Geometry as XYZ:
```
8
Properties=species:S:1:pos:R:3:nbo_charge:R:1
C -1.1211 -0.3990 -0.4563 -0.03
C 1.0571 0.0392 0.3173 0.45
N -0.0768 -1.0237 -0.1621 -0.43
O 0.6743 0.9186 1.2854 -0.24
O 0.7865 1.2883 -0.0503 -0.25
H -1.9668 -1.0380 -0.9121 0.17
H -1.3167 0.5696 -0.2689 0.17
H 1.9635 -0.3550 0.2470 0.16
```

Values from the calculation:
LUMO ... 1.1 eV
HOMO-LUMO gap ... 0.4207 Eh
Electronic energy ... -7702.2607 eV
Relative energy (zero: lowest compared OMol25 entry of this formula, charge and spin) ... 5.582 eV
M ... 73.05 g/mol
SMILES ... C=NC1OO1

=====

Entry 8:
Formula: C6H18NP2
Source: OMol25
Level of theory: ωB97M-V with the def2-TZVPD basis set

Geometry as XYZ:
```
27
Properties=species:S:1:pos:R:3:nbo_charge:R:1
C -1.5282 -0.5181 1.6510 -0.99
C -1.3990 2.4511 1.6530 -0.96
C -2.5264 0.8909 -0.6163 -1.01
C 0.3042 -0.5047 -2.4968 -0.84
C 2.3838 -3.6169 0.8707 -0.49
C 2.7214 0.6734 -0.9194 -0.96
N 0.1863 0.9927 -0.0394 -1.33
P -1.2315 0.9762 0.6287 1.81
P 1.0925 -0.1670 -0.6891 1.36
H -1.8181 -0.2691 2.6449 0.27
H -2.2095 -1.2884 1.2335 0.27
H -0.5597 -1.0987 1.6818 0.26
H -0.5855 2.4031 2.4024 0.27
H -1.2375 3.3983 1.1420 0.28
H -2.2508 2.4590 2.1754 0.25
H -2.3748 0.0039 -1.2553 0.26
H -3.5651 1.1540 -0.4279 0.29
H -2.1566 1.8343 -1.2231 0.25
H -0.3535 -1.3777 -2.3555 0.24
H -0.2090 0.3409 -2.7557 0.23
H 1.2505 -0.7790 -3.0484 0.25
H 2.7324 -2.5915 0.6439 0.15
H 1.3258 -3.4504 1.1308 0.16
H 2.9375 -4.5053 0.9394 0.20
H 3.5969 0.0875 -1.3470 0.28
H 2.5611 1.4481 -1.6858 0.26
H 2.9130 1.0533 0.0622 0.26
```

Values from the calculation:
LUMO (alpha / beta) ... -5.9 / -2.7 eV
HOMO-LUMO gap (alpha / beta) ... 0.2096 / 0.3706 Eh
Total charge ... +1
Electronic energy ... -26572.2912 eV
Relative energy (zero: lowest compared OMol25 entry of this formula, charge and spin) ... 2.161 eV
M ... 166.17 g/mol